Density functional theory data (the ωB97M-V functional and the def2-TZVPD basis) for 2 unconnected molecules or ions with the total composition C2H5O.

Geometry as ORCA input:
```
! wB97M-V def2-TZVPD RIJCOSX def2/J DEFGRID3
* xyz -1 1
O 0.63061 -2.22671 0.40440
H 0.63702 -1.79142 -0.46342
C -0.34028 1.06297 0.46468
C -0.35151 1.38630 -0.82560
H -0.77405 1.70339 1.22702
H 0.27876 0.20778 0.72857
H -0.60018 2.37755 -1.19711
H -0.19674 0.61967 -1.56968
*
```

DFT total energy: -4200.632 eV
LUMO level: 4.244 eV
F_max: 1.28 eV Å⁻¹